(1)
Molecular formula: C27H31NO4P2STl
Method: DFT, ωB97M-V with the def2-TZVPD basis set

CARTESIAN COORDINATES (ANGSTROEM)
C 3.852 3.438 0.585
C 2.488 3.192 0.690
C 1.651 3.435 -0.453
C 2.207 4.005 -1.622
C 3.580 4.251 -1.682
C 4.403 3.951 -0.597
C 1.312 4.380 -2.775
C -0.137 4.021 -2.576
C -0.567 3.479 -1.342
C -1.971 3.270 -1.102
C -2.863 3.477 -2.146
C -2.418 3.945 -3.390
C -1.070 4.238 -3.591
H 4.493 3.216 1.442
H 3.997 4.685 -2.593
H 5.476 4.125 -0.658
H 1.376 5.474 -2.912
H -3.923 3.265 -1.980
H -3.139 4.094 -4.193
H -0.724 4.644 -4.545
N 0.341 3.022 -0.418
Tl 0.172 0.457 -0.498
C 1.868 2.665 1.970
H 0.927 3.189 2.196
H 2.565 2.772 2.813
C -2.434 2.805 0.268
H -1.852 3.294 1.064
H -3.504 3.014 0.408
P 1.474 0.878 1.843
P -2.238 0.993 0.503
C -3.625 0.351 -0.476
H -3.537 -0.741 -0.544
H -4.566 0.619 0.026
H -3.611 0.781 -1.485
C -2.709 0.691 2.225
H -3.767 0.960 2.349
H -2.565 -0.370 2.475
H -2.094 1.300 2.899
C 3.133 0.142 1.956
H 3.558 0.336 2.951
H 3.039 -0.941 1.796
H 3.792 0.561 1.185
C 0.700 0.439 3.424
H 0.177 -0.520 3.305
H 1.480 0.341 4.191
H -0.025 1.205 3.729
C -0.988 -1.844 -1.898
O -1.165 -2.733 -2.598
H 1.688 3.987 -3.703
C 0.861 -8.314 0.098
C 0.386 -6.912 0.352
C -0.956 -6.671 0.678
C -1.413 -5.372 0.899
C -0.513 -4.308 0.796
C 0.828 -4.530 0.488
C 1.268 -5.831 0.259
S -1.100 -2.626 0.978
O -2.068 -2.460 -0.139
O -1.693 -2.483 2.293
O 0.143 -1.843 0.785
H 0.715 -8.954 0.979
H 0.315 -8.777 -0.735
H 1.928 -8.311 -0.149
H -1.645 -7.516 0.756
H -2.455 -5.178 1.141
H 1.521 -3.698 0.411
H 2.311 -6.021 0.004

Cartesian forces, eV/Å:
C -0.30 -0.09 0.10
C -0.25 -0.12 -0.36
C 0.44 -0.16 -0.28
C 0.20 0.22 0.14
C -0.03 -0.02 0.15
C -0.17 0.01 -0.12
C -0.26 0.29 0.66
C -0.24 0.20 -0.10
C -0.14 -0.19 -0.51
C 0.46 -0.21 -0.06
C 0.16 -0.02 0.32
C 0.18 0.01 0.01
C -0.09 0.03 0.13
H -0.15 0.18 -0.27
H -0.05 -0.15 0.29
H -0.28 -0.02 -0.01
H -0.05 -0.19 0.11
H 0.28 0.20 -0.10
H 0.21 -0.02 0.18
H -0.17 -0.15 0.25
N -0.33 0.74 0.74
Tl -0.23 -0.91 0.67
C -0.06 0.11 -0.16
H 0.32 -0.05 -0.02
H -0.19 0.13 -0.15
C 0.17 0.10 -0.05
H -0.24 -0.01 -0.26
H 0.27 0.11 0.01
P 0.70 0.10 0.05
P -0.66 0.13 -0.53
C -0.05 -0.31 -0.06
H -0.07 0.25 0.03
H 0.24 -0.06 -0.16
H 0.06 -0.11 0.23
C 0.14 -0.10 0.29
H 0.26 -0.02 -0.02
H -0.04 0.21 -0.11
H -0.20 -0.13 -0.18
C -0.02 -0.38 -0.16
H -0.11 -0.06 -0.26
H 0.14 0.24 0.09
H -0.19 -0.12 0.14
C -0.31 -0.22 0.04
H 0.13 0.19 0.09
H -0.23 0.07 -0.16
H 0.23 -0.19 -0.07
C 0.02 -1.27 -2.00
O 0.39 1.62 1.11
H 0.19 -0.41 -0.50
C 0.12 -0.21 -0.04
C -0.13 0.23 0.02
C 0.04 0.27 0.06
C 0.24 -0.09 -0.07
C 0.06 0.12 0.02
C -0.17 -0.19 -0.04
C -0.20 -0.20 0.08
S -0.22 -1.71 -0.38
O 0.39 0.42 1.44
O 0.13 0.40 -0.26
O -0.23 1.07 -0.08
H 0.03 0.17 -0.18
H 0.12 0.13 0.18
H -0.19 -0.10 0.03
H 0.17 0.29 -0.02
H 0.18 -0.06 -0.05
H -0.18 -0.12 0.02
H -0.24 0.10 0.07

Results
E = -2656.3369 Eh
net charge = +1
multiplicity = 1


(2)
Molecular formula: C4H13N2
Method: DFT, ωB97M-V with the def2-TZVPD basis set

CARTESIAN COORDINATES (ANGSTROEM)
C -1.251 0.675 0.082
C 0.123 1.127 0.475
C 1.244 0.221 -0.073
C 0.924 -1.261 0.061
N 0.511 -1.561 1.448
N -1.415 0.595 -1.474
H -1.481 -0.324 0.428
H -2.071 1.318 0.393
H 0.156 1.106 1.566
H 0.322 2.175 0.244
H 1.289 0.466 -1.138
H 2.217 0.426 0.356
H 1.863 -1.789 -0.094
H 0.200 -1.677 -0.651
H 0.868 -0.847 2.072
H 0.909 -2.421 1.801
H -2.204 1.186 -1.749
H -1.579 -0.374 -1.741
H -0.625 0.961 -2.006

Cartesian forces, eV/Å:
C -0.47 0.05 -0.83
C 0.78 0.05 0.78
C -1.38 0.12 -0.98
C 1.03 -0.64 1.34
N -0.32 0.36 -0.04
N -0.22 0.51 0.49
H 0.19 -0.22 0.18
H 0.24 0.21 0.18
H -0.24 -0.04 0.08
H -0.16 -0.03 -0.28
H 0.57 -0.14 -0.14
H 0.01 0.26 0.18
H 0.04 -0.12 -0.64
H -0.05 0.31 0.04
H -0.02 -0.01 0.02
H -0.13 -0.17 -0.26
H -0.09 -0.40 -0.07
H -0.06 0.07 -0.27
H 0.27 -0.19 0.24

Results
net charge = +1
multiplicity = 1
energy relative to the best compared isomer or geometry (same formula, charge and spin) = 1.207 eV
SMILES = NCCCC[NH3+]


Results for M: 731.946 89.162 (in g/mol, following the order of the records).